Below is 10 unconnected molecules or ions with the total composition C20H63N3O10 in a non-equilibrium geometry, with properties calculated with ωB97M-V/def2-TZVPD.

The geometry in XYZ format:
```
96
C20H63N3O10 ωB97M-V/def2-TZVPD
C -13.3633 -12.7107 21.7203
O -12.5547 -11.5934 21.3720
C -13.2624 -10.3757 21.3998
C -12.3924 -9.2277 20.8595
C -13.2244 -7.9267 20.8708
N -12.0619 -9.5289 19.4489
H -13.7778 -12.5450 22.7197
H -12.6689 -13.5433 21.8164
H -14.1537 -12.8713 20.9879
H -14.2189 -10.4533 20.8716
H -13.5051 -10.0909 22.4379
H -11.4845 -9.0374 21.4305
H -12.5704 -7.1436 20.4846
H -13.5848 -7.6593 21.8648
H -14.0935 -7.9295 20.2100
H -12.9477 -9.5344 18.9507
H -11.7386 -10.4862 19.4679
C -7.6666 -11.7170 20.1867
O -7.6682 -12.2417 21.4918
C -8.9435 -12.2316 22.1224
C -9.1174 -10.9665 22.9411
C -8.0947 -10.8097 24.0563
N -10.4715 -10.8762 23.5014
H -7.9988 -12.3752 19.3720
H -6.6668 -11.4571 19.8360
H -8.3129 -10.8353 20.1604
H -9.7470 -12.3625 21.3876
H -8.9924 -13.1244 22.7522
H -8.8887 -10.1145 22.2793
H -7.0995 -10.8126 23.6029
H -8.1144 -11.6195 24.7858
H -8.2117 -9.8308 24.5230
H -11.1104 -11.1443 22.7583
H -10.5421 -9.8977 23.7524
C -13.1914 -20.5217 18.2108
O -13.7022 -19.4255 17.4734
C -12.8719 -19.0337 16.3991
C -13.4665 -17.7354 15.7808
C -12.6389 -17.2554 14.6015
N -13.5529 -16.6807 16.8012
H -14.0171 -20.8158 18.8570
H -12.3257 -20.1990 18.7957
H -12.9117 -21.3708 17.5823
H -11.8696 -18.7801 16.7702
H -12.7221 -19.8043 15.6372
H -14.4689 -18.0391 15.4641
H -12.4046 -18.0660 13.9118
H -11.7328 -16.7198 14.8850
H -13.2481 -16.5485 14.0309
H -12.5589 -16.4757 16.9181
H -13.7228 -17.1595 17.6877
C -16.2726 -15.0339 14.4116
C -15.9873 -14.3797 15.7454
O -14.5748 -14.2272 15.9455
H -15.7569 -14.4787 13.6312
H -17.3550 -14.9939 14.2575
H -16.0065 -16.0934 14.4004
H -16.4165 -14.9041 16.6020
H -16.4022 -13.3748 15.6369
H -14.3037 -15.1560 16.1727
C -7.0350 -15.5497 20.1060
C -8.3418 -15.3986 20.8434
O -9.1658 -16.5525 20.5605
H -6.4158 -16.3436 20.5219
H -6.4743 -14.6109 20.1137
H -7.1703 -15.7405 19.0397
H -8.8715 -14.4951 20.5322
H -8.3024 -15.3176 21.9313
H -9.3088 -17.0629 21.3583
C -11.1362 -13.3830 18.5095
C -11.7922 -14.7364 18.3317
O -10.8325 -15.7846 18.1800
H -10.0914 -13.4455 18.8168
H -11.6244 -12.7908 19.2823
H -11.2536 -12.7376 17.6382
H -12.3501 -14.6798 17.4046
H -12.5127 -14.9287 19.1267
H -10.4653 -15.9665 19.0545
C -8.3579 -14.2781 15.5930
C -7.4841 -15.0402 14.6282
O -7.3582 -16.3618 15.1446
H -9.3043 -14.8107 15.6859
H -8.5248 -13.2404 15.2930
H -7.9586 -14.1215 16.5979
H -6.4735 -14.6160 14.6157
H -7.9300 -15.0700 13.6303
H -6.8073 -16.9092 14.5769
O -15.2965 -14.9184 19.1449
H -15.9572 -14.8582 19.8463
H -15.3737 -15.8202 18.8119
O -14.5383 -12.4514 18.1139
H -14.8959 -13.1810 18.6473
H -14.4119 -12.8471 17.2282
O -9.3803 -17.5661 16.3508
H -9.6197 -16.8952 17.0046
H -8.5939 -17.1850 15.8804
```

* relative energy (zero: lowest compared OMol25 entry of this formula, charge and spin): 2.0 kcal per mole
* strongest force on any atom: 2.3 eV/Å
* SMILES string: COC[C@H](C)N.COC[C@H](C)N.COC[C@H](C)N.CCO.CCO.CCO.CCO.O.O.O

---

Below is 12 unconnected molecules or ions with the total composition C20H64N8O12 in a non-equilibrium geometry, with properties calculated with ωB97M-V/def2-TZVPD.

The geometry in XYZ format:
```
104
C20H64N8O12 ωB97M-V/def2-TZVPD
N 12.2436 11.2422 8.6068
C 13.5900 10.7529 8.9737
N 13.9717 11.0584 10.2865
O 14.3347 10.1407 8.1821
H 11.7427 10.6617 7.9280
H 11.6799 11.3266 9.4563
H 13.2807 11.2890 10.9872
H 14.8654 10.6724 10.6252
N 10.2030 13.3193 8.1081
C 9.1068 12.9668 8.8906
N 7.7912 13.2459 8.3896
O 9.2195 12.2210 9.8765
H 10.2911 14.0537 7.4288
H 11.1097 12.9201 8.1872
H 7.6027 13.6553 7.4910
H 7.0011 12.8966 8.9193
N 14.8796 8.3158 13.4168
C 15.7903 8.6399 12.4389
N 16.2815 7.5334 11.5702
O 16.2002 9.8475 12.2321
H 14.4794 9.0250 14.0404
H 14.3231 7.4520 13.5439
H 17.0386 7.7183 10.9418
H 16.3214 6.5831 11.8891
N 10.7091 9.8185 18.2793
C 11.8563 10.1419 17.4311
N 11.5731 11.0561 16.3574
O 12.9402 9.5747 17.6020
H 9.9615 10.4639 18.3314
H 10.8586 9.3711 19.1654
H 12.2202 11.0002 15.5693
H 10.6246 11.2060 16.0046
C 13.4199 13.3844 14.3239
C 14.4035 12.2769 13.9802
C 15.8373 12.6755 14.1806
O 14.1407 11.0370 14.7323
H 13.6220 14.2225 13.6554
H 13.5396 13.6694 15.3849
H 12.3683 13.1169 14.1867
H 14.2548 11.9906 12.9197
H 16.1222 13.5045 13.5236
H 16.4368 11.7993 13.9122
H 16.0042 13.0096 15.2376
H 14.7081 11.0615 15.5425
C 7.7417 13.7200 12.5512
C 7.1067 14.6801 13.5743
C 6.3127 13.9775 14.6287
O 8.1896 15.5013 14.1319
H 8.5685 13.1823 13.0332
H 8.1795 14.3572 11.7861
H 7.0609 13.0401 12.0448
H 6.4205 15.3363 13.0254
H 6.9302 13.1606 15.0237
H 5.3737 13.5772 14.1982
H 6.0565 14.7004 15.3945
H 8.7306 15.6982 13.3507
C 11.5883 7.6577 7.3184
C 12.6884 7.3113 8.3102
C 12.2636 7.3381 9.7618
O 13.1752 6.0144 7.9571
H 11.1330 8.6086 7.6230
H 10.8567 6.8592 7.3031
H 12.0432 7.7587 6.3504
H 13.5011 8.0253 8.1382
H 12.0327 8.3612 10.0943
H 13.0865 6.9965 10.3838
H 11.4153 6.6865 9.8830
H 13.7879 5.7865 8.6545
C 6.2369 7.9229 10.5261
C 7.4643 8.8422 10.6001
C 8.4411 8.6743 9.4796
O 6.9879 10.2202 10.5645
H 6.5853 6.9103 10.7075
H 5.8468 7.9426 9.4720
H 5.4819 8.2538 11.2314
H 7.9851 8.6966 11.5942
H 8.7674 7.6242 9.4276
H 9.3446 9.2635 9.6014
H 7.9328 8.9693 8.5591
H 7.7924 10.7347 10.4214
C 7.4114 10.1797 14.2711
O 6.1999 10.2588 14.9926
H 8.0915 11.0367 14.3906
H 7.9133 9.3069 14.7170
H 7.2644 10.0196 13.2009
H 5.6174 10.9813 14.6941
C 12.5950 14.4036 10.2954
O 13.9204 14.4626 10.8504
H 12.5969 14.2828 9.2242
H 11.9927 13.6558 10.8197
H 12.0742 15.3446 10.4639
H 14.3036 13.6118 10.5586
C 11.4902 7.1868 14.9847
O 12.3976 6.3758 14.2187
H 11.3881 6.6954 15.9666
H 12.0391 8.1208 15.1425
H 10.4931 7.4254 14.5773
H 11.9173 5.8317 13.5770
C 10.5039 10.4319 12.2877
O 11.1463 11.4258 11.6096
H 9.8566 10.8173 13.0851
H 9.8804 9.8503 11.5845
H 11.2377 9.7641 12.7410
H 10.4001 11.8555 11.1878
```

* relative energy (zero: lowest compared OMol25 entry of this formula, charge and spin): 26.9 kcal per mole
* strongest force on any atom: 4.5 eV/Å
* SMILES string: NC(N)=O.NC(N)=O.NC(N)=O.NC(N)=O.CC(C)O.CC(C)O.CC(C)O.CC(C)O.CO.CO.CO.CO

---

Below is 10 unconnected molecules or ions with the total composition C20H65N5O10 in a non-equilibrium geometry, with properties calculated with ωB97M-V/def2-TZVPD.

The geometry in XYZ format:
```
100
C20H65N5O10 ωB97M-V/def2-TZVPD
C -1.1669 0.8314 -2.2723
O -1.8193 0.9905 -3.5067
C -1.7208 2.2717 -4.0750
C -2.1068 2.2330 -5.5863
C -1.3938 1.1957 -6.4057
N -2.1818 3.5374 -6.2347
H -1.6277 1.4057 -1.4679
H -0.0867 0.9449 -2.1700
H -1.2481 -0.2158 -1.9802
H -2.4647 2.8868 -3.5671
H -0.7095 2.6633 -3.9567
H -3.1155 1.8220 -5.5228
H -0.3216 1.2987 -6.2347
H -1.6456 1.3418 -7.4561
H -1.6363 0.1693 -6.1309
H -1.3253 4.0342 -6.0309
H -2.1775 3.4268 -7.2389
C 2.8037 1.1324 -0.1493
O 3.0556 2.1504 0.7046
C 4.4651 2.1995 1.0461
C 4.7487 3.2464 2.1234
C 4.3820 4.6654 1.5608
N 6.0642 3.1979 2.6967
H 2.8977 0.0824 0.1299
H 3.4384 1.2239 -1.0322
H 1.7827 1.2671 -0.5071
H 4.8869 1.2458 1.3665
H 5.0004 2.3768 0.1124
H 4.1367 3.1093 3.0161
H 3.3018 4.8013 1.5087
H 4.7937 4.9155 0.5830
H 4.7117 5.4361 2.2582
H 6.2258 4.0609 3.1961
H 6.0961 2.4190 3.3391
C -5.5817 2.7212 -3.1230
O -5.3532 2.4015 -1.7427
C -5.1684 1.0029 -1.5408
C -4.4428 0.7881 -0.2293
C -3.9537 -0.6995 -0.0615
N -5.3071 1.2603 0.8605
H -4.6843 2.6025 -3.7306
H -5.8906 3.7658 -3.1606
H -6.3944 2.1459 -3.5677
H -6.1015 0.4412 -1.6025
H -4.5472 0.5902 -2.3371
H -3.5559 1.4198 -0.1752
H -3.4242 -1.0425 -0.9506
H -4.7390 -1.4364 0.1080
H -3.2520 -0.7842 0.7683
H -6.2443 0.9572 0.6308
H -5.4652 2.2359 0.6459
C 5.0914 1.2276 5.7783
O 4.2922 0.1474 5.2215
C 2.8620 0.4389 5.1067
C 2.0254 -0.7672 4.5042
C 2.6364 -1.2853 3.1874
N 0.6703 -0.3191 4.2152
H 4.8434 1.4338 6.8199
H 4.8003 2.1132 5.2122
H 6.1448 0.9814 5.6496
H 2.4159 0.7837 6.0410
H 2.6977 1.3510 4.5307
H 2.0144 -1.6213 5.1815
H 1.8336 -1.7733 2.6339
H 3.3938 -2.0683 3.2208
H 2.9959 -0.4564 2.5773
H 0.1816 -0.1669 5.0870
H 0.7782 0.6177 3.8491
C -1.3374 -3.6140 -1.6992
O -1.9871 -4.5300 -0.7545
C -1.0353 -5.2987 -0.0333
C -0.1969 -6.2684 -0.9243
C -0.9631 -7.2767 -1.6934
N 0.8294 -7.0107 -0.1376
H -0.5084 -2.9971 -1.3524
H -2.0829 -2.8571 -1.9444
H -1.1148 -4.1124 -2.6427
H -0.2879 -4.7547 0.5456
H -1.5454 -5.9258 0.6985
H 0.3317 -5.7516 -1.7261
H -1.7076 -6.8247 -2.3493
H -1.5525 -7.8970 -1.0161
H -0.3632 -8.0362 -2.1948
H 1.2883 -7.6493 -0.7720
H 0.3119 -7.6088 0.4920
O -0.0825 -0.5824 0.3509
H -0.2726 -1.2510 1.0123
H -0.4614 0.2227 0.7097
O 1.4129 -1.4859 -1.7727
H 0.8888 -1.0841 -1.0763
H 2.1103 -1.9519 -1.3104
O -1.0422 -1.8041 2.5216
H -1.1790 -2.6665 2.9154
H -0.4822 -1.3365 3.1472
O 1.1591 2.2286 2.5634
H 1.7746 2.1451 1.8311
H 0.2973 2.0569 2.1782
O -1.0221 1.8906 0.9724
H -0.8930 2.6499 0.4024
H -1.9018 2.0077 1.3345
```

* relative energy (zero: lowest compared OMol25 entry of this formula, charge and spin): 43.8 kcal per mole
* strongest force on any atom: 3.2 eV/Å
* SMILES string: COC[C@H](C)N.COC[C@H](C)N.COC[C@H](C)N.COC[C@H](C)N.COC[C@H](C)N.O.O.O.O.O

---

Below is 13 unconnected molecules or ions with the total composition C20H68N22O13 in a non-equilibrium geometry, with properties calculated with ωB97M-V/def2-TZVPD.

The geometry in XYZ format:
```
123
C20H68N22O13 ωB97M-V/def2-TZVPD
C 3.8054 -3.1752 -2.1278
C 3.3203 -2.2778 -0.9888
C 3.1032 -2.9490 0.3934
O 2.8546 -1.9954 1.3879
C 2.9202 -2.5391 2.6833
N 4.2749 -1.1948 -0.9028
H 3.1547 -3.9547 -2.5361
H 4.6604 -3.7661 -1.7738
H 4.2249 -2.6186 -2.9642
H 2.3310 -1.8921 -1.2777
H 3.9765 -3.5973 0.5189
H 2.2206 -3.5592 0.1785
H 2.8152 -1.8325 3.5092
H 3.7879 -3.1570 2.9219
H 2.0003 -3.1230 2.8222
H 3.9889 -0.3912 -1.4541
H 4.2975 -0.8529 0.0528
C 4.2903 2.6725 0.1272
C 3.9593 1.4412 0.9127
C 4.3608 1.5614 2.3842
O 4.5398 0.2916 2.9808
C 4.6720 0.1960 4.3525
N 2.4733 1.3464 0.9272
H 3.8596 2.8183 -0.8662
H 5.3420 2.8586 -0.1122
H 3.9682 3.5349 0.7206
H 4.3689 0.5254 0.4792
H 3.7395 2.2768 2.9278
H 5.3836 1.9640 2.4187
H 5.6833 0.3651 4.7407
H 4.3838 -0.7912 4.7225
H 3.9965 0.8719 4.8945
H 2.2997 0.5098 1.4859
H 2.1191 1.1028 0.0046
C -3.2728 -2.5904 0.4560
C -4.6771 -2.9632 0.8236
O -4.8816 -2.7810 2.2450
H -2.5514 -3.0616 1.1251
H -3.0859 -1.5210 0.3836
H -3.0310 -3.0043 -0.5250
H -4.8635 -4.0019 0.5415
H -5.4064 -2.3476 0.2900
H -5.7519 -3.1342 2.4536
C -2.6720 0.7575 -4.5961
O -2.4722 0.6291 -5.7977
N -3.4123 1.7043 -3.9739
N -2.0953 -0.0419 -3.6811
H -3.6292 1.8037 -3.0009
H -3.9212 2.3153 -4.5946
H -2.1334 0.2953 -2.7362
H -1.3585 -0.6385 -4.0266
C 2.9025 0.6563 -3.7044
O 3.2151 1.3145 -2.7105
N 3.7656 0.5884 -4.7563
N 1.7049 0.0351 -3.8927
H 4.7177 0.8067 -4.5274
H 3.4861 -0.0156 -5.5095
H 0.9638 0.1049 -3.2102
H 1.6062 -0.5263 -4.7169
C -0.1362 -0.1136 -0.2576
O 0.2810 -0.1159 -1.4238
N -0.4203 1.0491 0.3949
N -0.0761 -1.1297 0.6246
H -0.8284 0.9832 1.3073
H -0.1561 1.9640 0.0674
H -0.4121 -0.9998 1.5716
H 0.2315 -2.0471 0.3313
C -4.1299 1.6836 1.1473
O -2.9429 1.9633 1.2518
N -4.6116 0.4405 1.4909
N -5.0697 2.4212 0.4947
H -5.5537 0.1501 1.3192
H -3.9831 -0.2214 1.9362
H -4.6923 3.3245 0.2263
H -6.0111 2.1090 0.3952
C -1.7932 -0.9946 3.6453
O -1.0290 -1.8125 3.1097
N -3.1444 -1.1459 3.7162
N -1.3820 0.1495 4.2612
H -3.7533 -0.4737 4.1435
H -3.6526 -1.8964 3.2433
H -2.0809 0.7585 4.6331
H -0.4496 0.4357 4.0022
C -0.4103 3.7233 -2.0452
O 0.3743 3.9956 -1.1163
N -1.1136 4.6959 -2.6577
N -0.4418 2.5117 -2.6356
H -0.7912 5.6134 -2.3971
H -1.8169 4.5282 -3.3514
H 0.0357 1.7285 -2.2071
H -1.0947 2.5049 -3.3984
C 0.2603 3.7326 2.6637
O -0.4086 4.5125 3.3714
N 0.3120 3.8542 1.3193
N 1.0426 2.7704 3.1717
H 0.9419 3.2648 0.7958
H -0.1265 4.6373 0.8660
H 1.5908 2.2535 2.4759
H 1.4297 2.6951 4.0926
C -0.2010 -4.7154 0.1718
O -0.2543 -3.7461 -0.5930
N -0.3885 -5.9999 -0.2110
N -0.0939 -4.5840 1.5174
H -0.3115 -6.7897 0.4025
H -0.4117 -6.2798 -1.1777
H 0.0620 -3.6735 1.9198
H -0.2711 -5.3794 2.0984
C -3.3565 5.4575 0.7405
O -4.2197 6.2471 0.3432
N -2.8181 5.4649 1.9614
N -2.8293 4.4544 -0.0377
H -3.3258 6.0574 2.5982
H -2.0212 4.8998 2.2238
H -2.9352 4.5124 -1.0340
H -2.2699 3.7580 0.4239
C -1.2896 -3.5510 -4.0254
O -1.5537 -3.6270 -5.2207
N -0.2602 -2.7411 -3.6082
N -1.8421 -4.1937 -2.9629
H -0.1874 -2.6137 -2.6118
H 0.5182 -2.6720 -4.2367
H -1.4230 -4.0366 -2.0582
H -2.6267 -4.8049 -3.1051
```

* relative energy (zero: lowest compared OMol25 entry of this formula, charge and spin): 0.0 kcal per mole
* strongest force on any atom: 2.9 eV/Å

---

Number 1: orbital gap 9.31 eV. Number 2: orbital gap 9.91 eV. Number 3: orbital gap 9.59 eV. Number 4: orbital gap 8.54 eV.